[1]
{
  "formula": "C27H39FNO13",
  "method": "ωB97M-V/def2-TZVPD",
  "homo_energy_ev": -10.7,
  "multiplicity": 1,
  "total_charge": 1,
  "species": ["C", "C", "C", "C", "C", "C", "N", "C", "C", "C", "F", "C", "C", "O", "C", "C", "C", "C", "H", "H", "H", "H", "H", "H", "H", "H", "H", "H", "H", "H", "H", "H", "H", "H", "H", "H", "H", "H", "H", "H", "H", "C", "C", "O", "C", "O", "O", "H", "H", "H", "H", "C", "C", "O", "C", "O", "O", "H", "H", "H", "H", "C", "C", "O", "C", "O", "O", "H", "H", "H", "H", "C", "C", "O", "C", "O", "O", "H", "H", "H", "H"],
  "xyz": [[-3.2155, -0.5839, 3.4395], [-2.0599, -0.3691, 2.2697], [-2.2019, 0.8553, 1.1800], [-1.0102, 0.9428, 0.0244], [0.2572, -0.1478, -0.0287], [1.3155, 0.0562, -1.2619], [1.2358, -0.9700, -2.3657], [-0.1168, -1.6146, -2.5619], [-1.3206, -0.5848, -3.0010], [-1.8806, -0.8214, -4.5424], [-2.4897, -0.9212, -2.1047], [1.8327, -0.4288, -3.6806], [2.6274, -1.6281, -4.5352], [3.8909, -2.0459, -3.9089], [3.7362, -1.8779, -2.4561], [2.1890, -2.1110, -1.9521], [0.3588, -1.3196, 1.1250], [-0.8069, -1.4268, 2.2747], [-2.6421, -0.9432, 4.3970], [-3.9836, -1.4083, 3.0451], [-3.7679, 0.4428, 3.5514], [-3.0799, 1.6441, 1.1858], [-1.1051, 1.8146, -0.7851], [2.4039, 0.0525, -0.7713], [1.1920, 1.1296, -1.7348], [0.0095, -2.3726, -3.4758], [-0.4311, -2.3131, -1.6461], [-1.0860, 0.5555, -2.7690], [-2.9526, -1.3020, -4.4995], [-1.2007, -1.5582, -5.1688], [-1.9576, 0.2541, -5.0399], [2.5839, 0.4734, -3.4908], [1.0157, -0.0214, -4.4187], [1.9609, -2.5786, -4.7059], [2.9169, -1.1541, -5.5887], [4.1212, -0.8419, -2.0668], [4.3927, -2.7005, -1.8929], [1.7632, -3.1477, -2.3617], [2.2272, -2.2279, -0.7813], [1.2419, -2.0877, 1.1583], [-0.7229, -2.2865, 3.0680], [1.5530, -5.0844, 3.7838], [2.8922, -5.1766, 4.4404], [3.7631, -4.6007, 3.4854], [3.0060, -3.7760, 2.7042], [3.4606, -2.9911, 1.8887], [1.6747, -3.9435, 2.9554], [0.7429, -4.9541, 4.5066], [1.3339, -5.9549, 3.1566], [2.9455, -4.5927, 5.3653], [3.1802, -6.2094, 4.6550], [6.8623, -3.2658, 0.0410], [7.2148, -1.9071, -0.4716], [8.5893, -2.0245, -0.7863], [8.8351, -3.3498, -1.0030], [9.8763, -3.7915, -1.4596], [7.7639, -4.1155, -0.6432], [5.8272, -3.5392, -0.1815], [7.0328, -3.3636, 1.1182], [6.6644, -1.6480, -1.3822], [7.0533, -1.1255, 0.2758], [-3.9592, 4.3521, 0.3382], [-3.6067, 5.7108, -0.1745], [-2.2321, 5.5934, -0.4891], [-1.9864, 4.2681, -0.7058], [-0.9452, 3.8264, -1.1624], [-3.0576, 3.5024, -0.3460], [-4.9942, 4.0787, 0.1157], [-3.7887, 4.2543, 1.4154], [-4.1571, 5.9699, -1.0850], [-3.7682, 6.4924, 0.5730], [-8.0923, 5.7873, 2.3355], [-7.7190, 7.1184, 2.9028], [-6.3704, 6.9397, 3.2921], [-5.8716, 5.9173, 2.5374], [-4.6929, 5.6075, 2.4904], [-6.8635, 5.2879, 1.8420], [-8.8286, 5.8691, 1.5313], [-8.4727, 5.0996, 3.0980], [-7.7688, 7.9194, 2.1576], [-8.3375, 7.3931, 3.7616]]
}

***

[2]
{
  "formula": "C9H12N3O3S3V",
  "method": "ωB97M-V/def2-TZVPD",
  "s2": 2.221,
  "homo_energy_ev": [-7.3, -7.7],
  "multiplicity": 3,
  "species": ["V", "S", "C", "S", "S", "N", "C", "O", "C", "C", "H", "H", "H", "H", "H", "H", "N", "C", "C", "C", "N", "C", "C", "H", "H", "H", "H", "H", "H", "O", "O"],
  "xyz": [[-1.0599, -0.5116, 1.2543], [-3.4365, -2.6981, 2.7986], [-2.6554, -2.1825, 1.4497], [-3.4102, -0.6802, 0.6362], [-1.2544, -2.8351, 0.6863], [-0.9201, 1.3014, -2.7220], [-1.4237, 0.3801, -1.8798], [-0.6996, -0.2369, -1.1038], [-2.9118, 0.1440, -1.9727], [-3.3778, -1.0409, -1.1434], [0.0681, 1.4884, -2.6908], [-1.4911, 1.7867, -3.3895], [-3.1637, -0.0249, -3.0226], [-3.4241, 1.0619, -1.6705], [-2.7283, -1.9036, -1.2813], [-4.3968, -1.3028, -1.4185], [4.9349, 0.8788, 0.3185], [3.6452, 0.5462, 0.6052], [2.6676, 1.5278, 0.8085], [1.3769, 1.1480, 1.0808], [0.9857, -0.1355, 1.1484], [1.9257, -1.0754, 0.9624], [3.2402, -0.7900, 0.6927], [5.2372, 1.8295, 0.4242], [5.6455, 0.1710, 0.3343], [2.9226, 2.5799, 0.7754], [0.6168, 1.8910, 1.2888], [1.5911, -2.1010, 1.0341], [3.9499, -1.5958, 0.5534], [-1.2357, 0.6648, 2.2999], [-1.2184, 1.7147, 3.1434]]
}

***

Which formula does entry 2 have? C9H12N3O3S3V